Below is 40 unconnected molecules or ions with the total composition H80O40 in a non-equilibrium geometry, with properties calculated with wB97M-V/def2-TZVPD.

The geometry in XYZ format:
```
120
Properties=species:S:1:pos:R:3:lowdin_charge:R:1
H -0.170 5.838 -1.728 0.079
H 0.807 4.528 -1.911 0.011
O 0.258 5.189 -2.393 -0.073
H -6.123 -0.707 -0.866 0.057
H -6.153 -0.060 -2.250 0.034
O -6.195 -0.894 -1.816 -0.028
H 2.550 -4.162 1.888 -0.001
H 2.732 -4.261 3.137 -0.001
O 3.338 -4.334 2.420 -0.047
H 0.099 -2.587 6.155 0.026
H 0.367 -3.649 5.100 0.045
O -0.334 -3.303 5.685 -0.059
H 4.575 2.014 -1.997 0.081
H 3.589 3.008 -2.663 0.053
O 3.656 2.392 -1.829 -0.131
H 3.426 -0.663 5.544 0.000
O 2.792 -1.334 5.305 -0.147
H 0.554 2.743 -1.716 -0.074
O -0.227 2.351 -1.613 0.013
H 2.401 -0.025 1.754 -0.044
H 0.978 -0.031 1.753 -0.034
O 1.720 0.474 1.491 0.003
H -3.538 -2.303 1.846 0.080
H -4.353 -3.521 1.213 -0.026
O -3.556 -3.198 1.392 -0.011
H -2.508 1.253 5.898 0.021
H -3.681 0.328 6.013 0.093
O -2.975 0.626 5.381 -0.042
H -3.133 3.793 -1.943 -0.011
H -2.137 4.543 -3.010 0.044
O -3.001 4.060 -2.855 -0.100
H 2.001 3.300 -3.900 0.074
O 2.960 3.272 -4.170 -0.076
H 2.484 -0.348 -5.213 0.041
H 0.979 -0.615 -5.212 -0.004
O 1.661 -0.207 -5.729 -0.066
H 2.833 -2.737 -3.492 0.064
H 1.975 -2.755 -2.175 0.054
O 2.751 -2.321 -2.637 -0.034
H -2.095 5.816 -0.587 0.009
H -2.272 4.926 0.447 0.087
O -2.418 4.956 -0.574 -0.062
H -0.274 -4.790 -2.836 0.021
H 0.912 -3.835 -2.645 -0.006
O 0.707 -4.791 -2.671 -0.084
H 3.794 4.627 0.461 -0.001
H 2.504 5.233 1.035 0.011
O 3.480 5.261 1.074 -0.039
H 0.129 2.931 5.094 -0.081
H 0.842 1.692 5.409 0.055
O 0.001 2.099 5.195 0.042
H -1.833 -0.127 4.017 0.089
O -1.950 -1.064 3.626 -0.017
H -0.092 1.019 -4.799 -0.023
H -1.447 1.977 -4.981 0.097
O -0.967 1.093 -5.182 -0.086
H -4.082 -1.042 -1.526 0.011
O -3.259 -1.538 -1.419 -0.046
H -0.032 -1.584 1.558 0.120
H -0.253 -1.607 3.218 0.083
O 0.533 -1.478 2.497 -0.184
H 0.301 5.163 0.152 0.026
H 0.897 4.202 1.120 0.067
O 0.082 4.833 1.051 -0.103
H -2.387 -4.846 -2.085 0.074
H -2.670 -6.234 -2.160 0.018
O -3.056 -5.470 -2.572 -0.086
H -4.183 3.440 2.191 0.032
H -3.502 2.227 2.620 0.040
O -3.322 3.120 2.331 -0.014
H 2.135 0.093 -0.789 0.021
H 1.284 -0.556 -1.803 -0.035
O 1.223 -0.070 -0.998 -0.059
H 1.545 2.340 0.175 0.183
H 2.598 3.130 -0.613 -0.006
O 1.784 3.389 -0.171 -0.157
H -1.096 -2.689 -0.325 0.135
H 0.185 -2.092 -0.922 -0.049
O -0.033 -2.774 -0.351 -0.053
H -0.380 -4.577 1.987 0.050
H 0.822 -4.173 0.964 0.034
O 0.611 -4.391 1.919 -0.122
H -0.209 0.473 -2.444 0.137
H -1.049 -0.745 -3.212 0.046
O -0.157 -0.471 -2.979 -0.118
H -3.866 -1.823 -3.489 -0.110
H -3.427 -1.448 -4.867 0.087
O -3.224 -1.665 -3.966 0.062
H 4.788 -0.790 1.480 0.011
O 5.041 -1.621 1.917 -0.091
H 5.311 -0.285 -2.211 0.148
H 4.158 -1.286 -1.515 0.047
O 4.556 -0.359 -1.432 -0.145
H -2.215 -1.419 4.346 -0.080
H 3.266 -1.896 4.413 0.160
H -3.058 -0.750 -0.893 0.045
H -0.572 2.855 -0.909 -0.001
H 3.008 2.436 -4.737 0.097
H 4.073 -1.753 2.254 0.049
O -2.447 1.904 0.067 -0.017
H -2.090 1.390 0.836 0.078
H -2.467 2.779 0.245 -0.074
O 2.271 0.499 -3.445 -0.085
H 1.350 0.141 -3.394 0.000
H 2.821 0.365 -2.721 -0.040
O -2.212 -4.761 2.883 -0.020
H -2.775 -4.901 3.648 0.060
H -2.262 -3.864 2.780 -0.055
O -1.430 -3.638 -3.687 -0.108
H -1.884 -4.071 -4.497 0.124
H -2.103 -3.048 -3.322 -0.001
O 0.838 -6.603 -0.065 -0.065
H 0.569 -6.179 -0.902 0.007
H 1.790 -6.737 -0.109 0.039
O -1.750 5.862 2.875 -0.079
H -1.909 5.121 3.484 0.026
H -0.845 5.654 2.581 0.001
O 3.238 3.484 4.291 -0.084
H 3.257 4.527 4.227 0.110
H 3.445 3.085 3.484 -0.022
```

As for the spin multiplicity: 1. The energy relative to the best compared isomer or geometry (same formula, charge and spin) comes out at 353.8 kcal/mol. The calculation puts the total energy at -83190.474 eV. Its charge is 0. For the HOMO-LUMO gap, the calculation gives 9.322 eV. The calculation puts the HOMO energy at -0.369 Eh.

***

Below is 40 unconnected molecules or ions with the total composition H80O40 in a non-equilibrium geometry, with properties calculated with wB97M-V/def2-TZVPD.

The geometry in XYZ format:
```
120
Properties=species:S:1:pos:R:3:lowdin_charge:R:1
H -2.939 2.604 2.797 0.088
H -1.715 1.735 2.495 0.039
O -1.985 2.667 2.625 0.011
H 1.438 -6.097 -2.938 0.054
H -0.124 -6.598 -2.704 0.049
O 0.634 -6.095 -2.410 -0.050
H -3.280 -1.301 5.336 0.077
H -3.700 -0.365 4.220 0.052
O -2.946 -0.874 4.537 -0.037
H -0.157 -0.037 -3.390 0.056
H 1.156 -0.008 -2.645 0.021
O 0.503 0.588 -3.067 -0.061
H 0.912 2.232 3.806 0.019
H -0.338 2.457 4.506 0.042
O 0.319 2.982 3.981 -0.070
H -1.982 -2.146 3.421 0.027
O -1.812 -2.403 2.494 -0.082
H 2.348 -0.307 2.693 0.036
O 1.476 -0.486 3.075 -0.077
H -1.470 -5.437 1.468 0.053
H -1.445 -4.142 0.544 -0.016
O -0.905 -4.853 0.955 -0.060
H -2.857 0.571 -2.255 0.017
H -4.402 0.178 -2.581 0.066
O -3.811 0.800 -2.144 -0.082
H -0.250 -3.776 3.442 0.024
H 0.588 -4.319 2.266 0.034
O 0.621 -4.107 3.208 -0.053
H -1.254 -2.321 -0.991 0.041
H -2.721 -2.679 -0.901 0.070
O -1.853 -2.985 -0.610 -0.029
H 0.120 2.664 0.059 0.032
O 0.298 3.206 -0.717 -0.045
H 4.290 -1.718 2.981 -0.008
H 4.739 -0.666 2.096 0.014
O 5.129 -1.352 2.660 -0.062
H -0.503 0.437 4.397 0.010
H 0.355 -0.282 5.544 0.028
O 0.178 0.535 5.066 -0.064
H -1.578 -0.741 1.730 0.012
H -0.083 -0.034 1.851 0.010
O -1.039 0.063 1.741 -0.063
H -3.180 0.521 -4.129 -0.011
H -3.160 -0.250 -5.478 0.058
O -3.333 -0.336 -4.534 -0.054
H -0.282 5.707 1.684 0.069
H -0.966 4.221 1.920 0.020
O -0.492 4.837 1.350 -0.033
H 1.403 1.923 0.390 0.012
H 2.696 1.774 0.618 0.058
O 1.921 1.155 0.693 -0.048
H 0.679 -1.615 -5.512 0.050
O 1.241 -2.281 -5.091 -0.055
H -1.496 -3.649 -3.592 0.072
H -0.743 -4.906 -4.096 0.064
O -0.754 -3.943 -4.129 -0.013
H 1.589 6.149 1.744 0.032
O 2.233 5.428 1.718 -0.051
H 4.846 4.706 -0.516 0.045
H 3.961 3.849 0.592 -0.026
O 4.764 4.336 0.363 -0.061
H 6.006 0.312 -0.804 0.047
H 5.264 1.569 -0.320 0.026
O 5.128 0.673 -0.650 -0.050
H 2.768 -3.127 1.642 0.081
H 2.238 -3.539 3.019 0.053
O 2.682 -2.783 2.549 -0.085
H -0.449 -1.738 4.987 0.002
H 0.122 -2.507 6.241 0.073
O -0.620 -2.000 5.896 -0.035
H -1.174 4.020 -2.078 0.026
H -2.169 5.201 -2.370 0.087
O -2.112 4.273 -2.115 -0.013
H 2.509 2.567 -3.600 0.033
H 2.824 1.631 -2.410 0.023
O 3.096 2.462 -2.828 -0.067
H -3.594 -4.268 1.275 0.020
H -4.307 -3.271 2.261 0.010
O -4.021 -4.196 2.131 -0.053
H 2.114 -2.290 -2.012 0.015
H 2.616 -1.129 -1.125 0.029
O 2.165 -1.325 -1.948 -0.064
H -3.790 0.969 -0.363 0.031
H -4.865 2.023 0.044 0.074
O -4.157 1.476 0.405 -0.055
H -2.265 4.298 0.221 0.076
H -3.075 2.873 0.598 0.061
O -3.088 3.869 0.553 0.274
H 4.094 -2.883 -1.447 0.054
O 3.403 -3.543 -1.343 -0.056
H -1.416 -0.251 -0.427 0.026
H -0.890 0.745 -1.449 0.047
O -1.505 0.000 -1.360 -0.056
H 2.066 -2.114 -5.565 0.061
H -2.155 -3.316 2.453 0.032
H 1.730 4.850 2.311 0.017
H 1.658 -1.454 3.179 0.034
H 0.141 4.112 -0.379 0.052
H 3.288 -3.972 -2.201 0.031
O 0.651 -1.392 0.105 -0.048
H 1.309 -0.695 0.097 -0.001
H 0.665 -1.642 1.045 0.035
O -2.754 3.165 -4.542 -0.067
H -2.618 2.964 -3.591 0.003
H -3.557 3.692 -4.423 0.045
O -0.499 1.745 -5.737 -0.055
H -0.257 2.353 -6.434 0.042
H -0.124 1.950 -4.880 -0.021
O 1.667 -4.014 -3.364 -0.158
H 1.127 -4.262 -2.592 0.019
H 0.757 -3.880 -3.815 0.003
O -4.254 -1.533 1.831 -0.047
H -3.754 -0.714 1.814 0.021
H -5.057 -1.404 1.313 0.078
O 0.819 3.374 -3.327 -0.086
H 0.621 2.577 -2.815 -0.011
H 1.447 3.817 -2.742 0.043
O 3.379 3.056 2.070 -0.075
H 2.901 2.822 2.886 0.068
H 4.132 3.320 2.633 0.103
```

As for the spin multiplicity: 2. The energy relative to the best compared isomer or geometry (same formula, charge and spin) comes out at 107.8 kcal/mol. The calculation puts the total energy at -83188.756 eV. Its charge is +1. The expectation value of S² is 0.76. For the HOMO-LUMO gap (spin up / spin down), the calculation gives 8.927 / 2.804 eV. The calculation puts the HOMO energy (spin up / spin down) at -0.441 / -0.441 Eh.

***

Below is 40 unconnected molecules or ions with the total composition H80O40 in a non-equilibrium geometry, with properties calculated with wB97M-V/def2-TZVPD.

The geometry in XYZ format:
```
120
Properties=species:S:1:pos:R:3:lowdin_charge:R:1
H 1.987 2.069 3.561 0.015
H 1.944 0.816 4.269 0.084
O 2.627 1.492 3.988 -0.046
H -3.429 2.829 4.744 0.049
H -2.618 3.664 3.808 0.014
O -3.484 3.296 3.883 -0.039
H 0.160 1.642 1.118 0.024
H 1.381 2.309 0.343 0.000
O 0.560 1.886 0.207 -0.088
H 3.976 3.744 -1.407 0.065
H 3.271 2.434 -2.293 0.074
O 3.288 3.130 -1.606 -0.030
H 2.401 -3.926 -1.776 0.076
H 3.098 -2.688 -2.156 0.079
O 2.476 -3.379 -2.592 0.295
H 0.299 -0.188 -4.218 0.072
O -0.220 -0.637 -3.497 -0.078
H -1.676 1.559 5.411 -0.055
O -0.766 1.426 5.545 -0.055
H -4.375 1.317 3.241 0.011
H -5.362 1.950 4.170 0.052
O -5.035 1.062 3.893 -0.084
H 6.348 0.331 -1.634 0.043
H 5.164 0.483 -2.533 0.023
O 5.556 0.876 -1.716 -0.070
H 0.992 -3.881 -3.887 -0.041
H 0.937 -4.111 -5.380 0.055
O 0.454 -4.226 -4.563 -0.009
H -0.752 3.562 2.559 0.015
H -1.427 2.432 1.908 0.078
O -0.537 2.854 2.002 -0.087
H 0.936 -1.314 2.365 0.086
O 0.513 -1.950 1.713 -0.063
H 5.389 0.564 2.311 0.003
H 4.046 0.306 3.153 -0.038
O 4.973 0.144 3.055 -0.049
H -1.291 -0.019 1.209 0.021
H -0.766 0.128 2.869 0.082
O -0.726 0.297 1.926 -0.065
H -3.199 0.088 6.220 0.059
H -3.003 -0.382 4.840 -0.009
O -3.000 0.405 5.357 -0.049
H 1.601 -3.853 1.936 -0.018
H 1.792 -4.809 2.951 0.074
O 2.044 -4.695 2.009 -0.045
H 0.987 -3.428 0.172 0.014
H 1.819 -4.817 -0.119 0.092
O 1.254 -4.095 -0.457 -0.022
H -1.334 -4.582 0.525 0.003
H -1.309 -4.989 -1.091 0.086
O -1.483 -4.340 -0.365 -0.048
H -0.841 -4.008 5.143 0.061
O -0.685 -3.767 4.247 -0.021
H 0.502 4.395 -1.978 0.030
H 2.105 4.215 -1.469 0.015
O 1.215 4.717 -1.413 -0.101
H -1.851 -1.309 -0.593 0.058
O -2.337 -0.716 0.012 -0.103
H -1.591 0.593 -2.777 0.059
H -3.001 0.763 -2.645 0.042
O -2.211 0.902 -2.093 -0.058
H 0.197 -1.381 -1.695 0.018
H 0.096 0.097 -1.168 0.037
O 0.459 -0.787 -1.006 -0.046
H -4.797 -1.963 -2.638 0.074
H -4.723 -0.733 -3.615 0.067
O -4.217 -1.247 -2.960 -0.055
H -2.992 -3.070 -3.775 0.056
H -1.785 -3.019 -4.626 0.093
O -2.165 -2.554 -3.794 -0.109
H 1.726 0.144 1.753 0.032
H 3.093 0.248 0.800 0.006
O 2.637 -0.125 1.515 -0.033
H 1.730 3.810 2.585 0.059
H 1.661 5.192 2.264 0.074
O 1.171 4.615 2.905 -0.080
H 0.643 1.977 -5.373 0.100
H 2.060 1.285 -5.776 0.001
O 1.580 1.724 -5.125 -0.046
H -1.060 5.337 0.475 0.018
H -0.304 5.658 -0.625 -0.036
O -1.051 6.044 -0.183 -0.046
H 4.153 -3.612 -0.115 -0.012
H 5.604 -3.302 -0.016 0.059
O 5.007 -4.008 -0.301 -0.032
H 3.373 0.882 -4.984 -0.004
H 2.713 0.093 -3.644 0.049
O 3.451 0.352 -4.232 -0.036
H -2.356 2.188 -1.001 0.034
O -2.270 3.109 -0.550 -0.103
H 2.451 -2.002 -0.310 0.055
H 2.710 -0.763 -1.031 0.121
O 3.058 -1.717 -1.015 -0.001
H -1.372 -4.098 3.658 0.056
H -0.534 -1.534 -3.654 0.015
H -2.355 0.036 -0.739 0.084
H -0.419 1.854 6.340 0.054
H -0.025 -1.366 1.195 -0.013
H -1.351 2.886 -0.249 0.011
O -2.363 -1.936 4.107 -0.040
H -1.537 -2.328 3.814 -0.008
H -3.116 -2.359 3.780 0.029
O -2.691 4.586 -3.256 -0.115
H -2.648 4.582 -2.183 0.110
H -1.882 5.130 -3.375 0.052
O -2.521 -2.693 1.611 -0.052
H -1.574 -2.771 1.710 0.023
H -2.822 -1.943 1.084 0.043
O -1.522 0.201 -5.721 -0.098
H -2.051 -0.101 -4.953 0.007
H -1.938 -0.227 -6.542 0.098
O 4.195 2.583 1.301 -0.056
H 5.032 2.194 0.997 0.043
H 4.187 2.662 2.268 0.043
O -3.863 -4.840 1.575 -0.086
H -3.254 -4.091 1.411 -0.046
H -4.797 -4.685 1.523 0.020
O -3.237 2.078 -4.262 -0.032
H -3.699 1.563 -3.588 0.017
H -2.839 2.857 -3.899 -0.013
```

As for the spin multiplicity: 2. The energy relative to the best compared isomer or geometry (same formula, charge and spin) comes out at 214.4 kcal/mol. The calculation puts the total energy at -83184.136 eV. Its charge is +1. The expectation value of S² is 0.75. For the HOMO-LUMO gap (spin up / spin down), the calculation gives 8.687 / 2.370 eV. The calculation puts the HOMO energy (spin up / spin down) at -0.433 / -0.433 Eh.

***

Below is 5 unconnected molecules or ions with the total composition H8IO4 in a non-equilibrium geometry, with properties calculated with wB97M-V/def2-TZVPD.

The geometry in XYZ format:
```
13
Properties=species:S:1:pos:R:3:nbo_charge:R:1
I -11.087 13.443 1.205 -0.913
O -14.583 13.304 2.263 -0.971
H -13.664 13.113 2.450 0.488
H -14.568 14.163 1.841 0.472
O -13.659 12.166 -0.297 -0.997
H -14.400 12.512 0.201 0.465
H -12.895 12.348 0.251 0.475
O -11.695 10.677 3.634 -0.966
H -11.997 11.340 3.014 0.494
H -12.470 10.460 4.151 0.462
O -8.891 10.943 2.824 -0.977
H -9.107 11.860 2.650 0.485
H -9.608 10.628 3.374 0.483
```

As for the spin multiplicity: 1. The energy relative to the best compared isomer or geometry (same formula, charge and spin) comes out at 8.8 kcal/mol. The calculation puts the total energy at -16423.879 eV. Its charge is -1. For the HOMO-LUMO gap, the calculation gives 7.929 eV. The calculation puts the HOMO energy at -0.167 Eh.

***

Below is 5 unconnected molecules or ions with the total composition H8IO4 in a non-equilibrium geometry, with properties calculated with wB97M-V/def2-TZVPD.

The geometry in XYZ format:
```
13
Properties=species:S:1:pos:R:3:nbo_charge:R:1
I -4.100 -1.586 -1.356 -0.997
O -0.763 -1.736 1.029 -0.977
H -1.443 -1.115 1.322 0.484
H 0.112 -1.563 1.549 0.481
O 1.049 2.184 -1.573 -0.968
H 0.236 1.763 -1.357 0.480
H 0.781 2.505 -2.419 0.457
O 1.681 -0.812 1.532 -0.929
H 2.444 -0.345 1.730 0.473
H 1.293 -0.182 0.949 0.471
O -0.657 0.429 -0.761 -0.924
H -0.326 0.919 0.036 0.442
H -0.305 -0.461 -0.680 0.507
```

As for the spin multiplicity: 1. The energy relative to the best compared isomer or geometry (same formula, charge and spin) comes out at 46.0 kcal/mol. The calculation puts the total energy at -16422.269 eV. Its charge is -1. For the HOMO-LUMO gap, the calculation gives 5.578 eV. The calculation puts the HOMO energy at -0.114 Eh.

***

Below is a molecular structure, H8LiO4, with properties calculated with wB97M-V/def2-TZVPD.

The geometry in XYZ format:
```
13
Properties=species:S:1:pos:R:3:nbo_charge:R:1
Li 0.000 0.161 0.054 0.910
O -1.228 -1.293 1.000 -0.977
H -0.792 -2.030 1.451 0.499
H -1.937 -1.675 0.467 0.499
O 0.880 1.818 0.832 -0.990
H 0.929 2.749 0.574 0.511
H 0.977 1.808 1.797 0.503
O 1.498 -1.097 -0.282 -0.988
H 2.368 -0.745 -0.033 0.503
H 1.685 -1.790 -0.930 0.507
O -1.222 0.550 -1.371 -0.992
H -1.446 0.159 -2.226 0.510
H -1.711 1.386 -1.334 0.505
```

As for the spin multiplicity: 1. The energy relative to the best compared isomer or geometry (same formula, charge and spin) comes out at 1.0 kcal/mol. The calculation puts the total energy at -8521.792 eV. Its charge is +1. For the HOMO-LUMO gap, the calculation gives 12.637 eV. The calculation puts the HOMO energy at -0.589 Eh.